Entry 1:
A structure of composition C18H41N2OP3SV in a non-equilibrium geometry. Source: the Open Molecules 2025 dataset; level of theory: ωB97M-V with the def2-TZVPD basis set.

Geometry (Å):
V 0.065 0.168 0.453
P 1.596 1.135 1.959
P -0.954 1.946 -0.166
P 1.867 -0.447 -0.908
H -1.507 -2.967 0.676
C -0.466 -3.293 0.692
C 0.168 -3.270 1.866
H -0.424 -3.258 2.786
C 1.083 1.690 3.641
C 2.391 2.697 1.370
C 2.962 -0.003 2.389
C -2.675 1.667 -0.728
C -1.311 3.189 1.142
C -0.214 2.949 -1.463
C 2.648 -1.988 -0.381
C 3.254 0.700 -1.256
C 1.470 -0.782 -2.676
H -0.023 -3.393 -0.288
H 1.223 -2.981 2.035
H 0.899 0.794 4.252
H 0.149 2.283 3.611
H 1.880 2.263 4.151
H 1.620 3.463 1.163
H 2.980 2.517 0.457
H 3.058 3.060 2.175
H 2.552 -0.997 2.619
H 3.493 0.377 3.271
H 3.672 -0.112 1.563
H -2.857 1.865 -1.794
H -3.254 2.373 -0.119
H -3.091 0.683 -0.480
H -1.846 4.052 0.712
H -0.408 3.556 1.651
H -1.943 2.723 1.908
H -0.853 3.811 -1.667
H -0.097 2.363 -2.377
H 0.780 3.306 -1.184
H 3.349 -2.338 -1.144
H 1.863 -2.728 -0.194
H 3.198 -1.852 0.551
H 3.839 0.294 -2.094
H 3.923 0.825 -0.399
H 2.861 1.679 -1.564
H 2.255 -1.337 -3.194
H 1.303 0.184 -3.161
H 0.549 -1.356 -2.724
C -1.900 -1.552 -2.895
C -2.988 -0.810 -3.464
C -3.532 -1.284 -4.698
C -2.920 -2.378 -5.365
C -1.842 -3.039 -4.791
C -1.389 -2.702 -3.523
O -1.226 -1.023 -1.800
H -1.640 -0.117 -1.575
H -3.457 0.048 -2.956
H -4.415 -0.770 -5.165
H -3.263 -2.624 -6.362
H -1.328 -3.867 -5.333
H -0.637 -3.280 -2.967
N -2.066 0.555 4.645
C -1.387 -0.200 3.743
N -0.302 -0.848 4.279
S -1.807 -0.356 2.126
H -1.843 0.348 5.611
H -2.988 0.924 4.465
H 0.313 -1.371 3.653
H -0.415 -1.167 5.239

Results
Kohn-Sham gap (spin up / spin down)	2.987 / 3.186	eV
E_LUMO (spin up / spin down)	-16.4 / -16.0	eV
2S+1	2
calculated total energy	-88702.420	eV
charge	+4

Entry 2:
An isolated molecule of C6H11N3 in a non-equilibrium geometry. Source: the Open Molecules 2025 dataset; level of theory: ωB97M-V with the def2-TZVPD basis set.

Geometry (Å):
H 1.736 -2.707 -0.127
N 2.012 -1.788 0.220
C 1.080 -0.943 0.263
C -0.355 -0.985 0.147
N -1.034 -2.169 -0.130
C -0.887 0.274 0.196
C -2.258 0.676 -0.233
C 0.096 1.336 0.603
C 1.448 0.674 0.334
N 2.119 1.059 -0.869
H -0.510 -3.011 0.061
H -1.978 -2.213 0.225
H -2.225 1.205 -1.191
H -2.910 -0.186 -0.359
H -2.706 1.353 0.496
H -0.026 2.253 0.019
H -0.028 1.609 1.655
H 2.143 0.738 1.171
H 2.745 1.851 -0.786
H 1.538 0.972 -1.694

Results
Kohn-Sham gap	8.818	eV
E_LUMO	0.9	eV
SMILES string	[H]/N=C1\C(N)=C(C)C[C@@H]1N
calculated total energy	-10869.857	eV

Entry 3:
A structure of composition C29H22BCl5IN8O2Ti. Source: the Open Molecules 2025 dataset; level of theory: ωB97M-V with the def2-TZVPD basis set.

Geometry (Å):
Ti 0.934 0.364 0.001
C -0.098 -1.557 -3.805
C -0.407 -1.168 -2.508
N 0.649 -0.593 -1.927
N 1.652 -0.629 -2.831
C 1.227 -1.203 -3.963
B 3.048 -0.017 -2.558
N 3.611 -0.621 -1.267
C 4.756 -1.290 -1.081
C 4.850 -1.621 0.257
C 3.690 -1.110 0.827
N 2.949 -0.500 -0.101
N 2.853 1.492 -2.319
C 3.215 2.537 -3.075
C 2.644 3.675 -2.544
C 1.915 3.212 -1.447
N 2.056 1.896 -1.313
H -0.743 -2.044 -4.514
H -1.324 -1.324 -1.963
H 1.896 -1.311 -4.799
H 3.781 -0.224 -3.481
H 5.411 -1.484 -1.912
H 5.637 -2.165 0.747
H 3.348 -1.163 1.846
H 3.847 2.395 -3.935
H 2.734 4.684 -2.904
H 1.278 3.755 -0.769
C -1.494 2.114 -3.384
C -2.232 1.272 -2.391
N -3.341 0.665 -2.746
C -3.977 -0.131 -1.860
C -3.557 -0.307 -0.563
C -4.370 -1.128 0.401
O -5.386 -0.362 1.047
C -2.363 0.331 -0.171
C -1.982 0.448 1.221
N -0.811 0.771 1.635
C -0.730 1.210 2.990
C -1.592 0.773 3.991
C -1.483 1.252 5.286
C -0.507 2.184 5.604
C 0.386 2.598 4.629
C 0.280 2.104 3.342
I 1.780 2.527 1.958
C -1.646 1.092 -1.102
O -0.487 1.606 -0.842
H -2.074 2.197 -4.300
H -0.524 1.659 -3.602
H -1.288 3.105 -2.977
H -4.869 -0.631 -2.218
H -3.722 -1.598 1.150
H -4.880 -1.930 -0.134
H -5.116 0.562 1.065
H -2.815 0.345 1.915
H -2.324 0.008 3.772
H -2.153 0.882 6.050
H -0.417 2.566 6.611
H 1.180 3.289 4.879
Cl 1.077 -3.354 -1.054
C 0.222 -2.882 0.385
C 0.592 -1.704 1.056
C 0.369 -1.816 2.435
Cl 1.341 -0.813 3.491
C -0.474 -2.742 3.038
Cl -0.761 -2.724 4.737
C -1.086 -3.699 2.235
Cl -2.247 -4.784 2.897
C -0.674 -3.817 0.914
Cl -1.252 -5.122 -0.049

Results
Kohn-Sham gap (spin up / spin down)	7.601 / 7.685	eV
E_LUMO (spin up / spin down)	-0.6 / -0.6	eV
2S+1	2
calculated total energy	-140954.001	eV

Entry 4:
An isolated molecule of C4H4N2. Source: the Open Molecules 2025 dataset; level of theory: ωB97M-V with the def2-TZVPD basis set.

Geometry (Å):
N -1.175 -0.892 -0.492
C -0.296 0.107 -0.099
C 1.100 -0.154 0.015
C 2.279 -0.426 0.048
C -0.811 1.396 0.337
N -1.175 2.523 0.478
H -1.548 -0.801 -1.431
H -0.838 -1.830 -0.318
H -0.876 0.805 1.354
H 3.324 -0.651 0.092

Results
Kohn-Sham gap (spin up / spin down)	7.910 / 7.337	eV
E_LUMO (spin up / spin down)	-0.4 / -0.4	eV
calculated total energy	-7187.088	eV

Entry 5:
A structure of composition C4H8Se in a non-equilibrium geometry. Source: the Open Molecules 2025 dataset; level of theory: ωB97M-V with the def2-TZVPD basis set.

Geometry (Å):
C -0.233 1.599 0.321
C 1.058 0.991 0.766
C 0.344 0.326 -0.411
C -0.076 -1.010 -0.020
Se -2.130 -1.964 -1.123
H -1.175 1.354 0.828
H -0.029 2.592 -0.016
H 1.976 1.607 0.364
H 1.254 0.410 1.669
H 0.894 0.526 -1.400
H -0.544 -1.229 0.979
H 0.596 -1.791 -0.492
H -1.936 -3.412 -1.464

Results
Kohn-Sham gap	8.145	eV
E_LUMO	-0.1	eV
calculated total energy	-69620.727	eV

Entry 6:
A cluster of 3 separate species, C5H14BrO4S in total in a non-equilibrium geometry. Source: the Open Molecules 2025 dataset; level of theory: ωB97M-V with the def2-TZVPD basis set.

Geometry (Å):
Br -7.712 -22.160 4.084
C -9.326 -22.252 10.732
C -9.189 -20.808 10.305
O -9.796 -20.667 9.019
H -10.299 -22.672 10.475
H -9.059 -22.408 11.777
H -8.578 -22.841 10.200
H -8.155 -20.475 10.402
H -9.729 -20.183 11.017
H -9.195 -21.061 8.382
O -10.189 -25.133 -1.762
S -11.286 -25.796 -1.051
O -12.407 -26.299 -1.857
O -10.626 -27.079 -0.172
C -9.335 -26.868 0.488
C -8.864 -28.191 1.071
C -11.892 -24.780 0.403
H -9.357 -26.157 1.315
H -8.661 -26.450 -0.259
H -9.616 -28.806 1.565
H -8.045 -28.087 1.783
H -8.296 -28.808 0.375
H -12.486 -25.464 1.008
H -12.437 -23.962 -0.068
H -11.056 -24.302 0.914

Results
Kohn-Sham gap	6.425	eV
E_LUMO	2.7	eV
calculated total energy	-94480.729	eV
charge	-1

Entry 7:
A structure of composition C16H24AuClN8O3S. Source: the Open Molecules 2025 dataset; level of theory: ωB97M-V with the def2-TZVPD basis set.

Geometry (Å):
Au 1.009 0.572 0.282
N -0.393 -1.622 1.471
N 0.611 -2.141 2.283
C 1.788 -1.527 2.509
N 2.600 -2.127 3.362
N 2.059 -0.364 1.862
N 3.293 0.290 2.064
O 3.417 1.306 1.415
O 4.145 -0.190 2.775
H -1.242 -1.511 2.014
H -0.568 -2.254 0.696
H 0.459 -3.030 2.737
H 2.322 -2.981 3.818
H 3.512 -1.738 3.544
N 1.316 0.279 -3.261
C 2.156 -0.555 -2.699
S 2.004 -1.062 -1.028
N 3.127 -1.141 -3.377
C 3.308 -0.985 -4.802
C 2.397 -1.570 -5.670
C 2.578 -1.412 -7.036
C 3.663 -0.691 -7.515
C 4.571 -0.120 -6.634
C 4.394 -0.259 -5.265
H 0.620 0.730 -2.668
H 1.426 0.521 -4.237
H 3.792 -1.695 -2.858
H 1.570 -2.153 -5.283
H 1.880 -1.867 -7.726
H 3.806 -0.579 -8.582
H 5.418 0.436 -7.011
H 5.092 0.185 -4.567
C -0.757 3.104 -2.586
C 0.052 2.789 -1.340
C 1.484 3.284 -1.433
O -0.029 1.351 -1.184
H -0.834 4.184 -2.708
H -1.762 2.693 -2.514
H -0.275 2.704 -3.481
H -0.437 3.262 -0.483
H 1.991 2.864 -2.303
H 2.065 3.028 -0.542
H 1.495 4.370 -1.529
Cl -3.662 2.786 2.394
C -1.950 2.801 2.418
C -1.245 3.666 3.245
C 0.139 3.638 3.211
C 0.781 2.749 2.369
N 0.085 1.917 1.586
C -1.255 1.939 1.590
H -1.776 4.351 3.892
H 0.724 4.304 3.829
H 1.859 2.702 2.300
H -1.767 1.283 0.900

Results
Kohn-Sham gap	7.237	eV
E_LUMO	-7.2	eV
calculated total energy	-62077.510	eV
charge	+2

Entry 8:
A cluster of 2 separate species, C4H10N3 in total in a non-equilibrium geometry. Source: the Open Molecules 2025 dataset; level of theory: ωB97M-V with the def2-TZVPD basis set.

Geometry (Å):
C -0.139 -1.952 1.017
C -0.777 1.108 -0.191
C -1.409 -1.649 1.010
C 1.559 0.635 -0.715
N 0.899 -2.333 0.581
N 0.367 0.784 0.207
N -0.860 2.099 -1.053
H -2.021 -2.487 1.049
H -1.692 -0.666 1.473
H -1.597 0.628 0.433
H 1.923 -0.436 -0.854
H 0.953 0.866 -1.615
H 2.363 1.287 -0.459
H 1.581 -2.895 1.055
H 0.467 0.461 1.158
H -1.625 2.182 -1.640
H 0.006 2.369 -1.456

Results
Kohn-Sham gap	8.888	eV
E_LUMO	-3.9	eV
calculated total energy	-8771.074	eV
charge	+1

Entry 9:
A structure of composition C31H42BrN3P2Sn in a non-equilibrium geometry. Source: the Open Molecules 2025 dataset; level of theory: ωB97M-V with the def2-TZVPD basis set.

Geometry (Å):
C -0.549 6.953 -3.795
C -0.724 5.599 -4.143
C -1.037 5.316 -5.479
C -1.145 6.368 -6.405
N -0.954 7.639 -6.044
C -0.674 7.946 -4.775
C -0.590 4.557 -3.144
C -0.486 3.818 -2.176
C -0.727 3.044 -1.018
C 0.082 3.081 0.127
C -0.236 2.277 1.223
C -1.355 1.462 1.090
C -2.287 1.569 0.083
C -1.917 2.294 -1.042
Sn -0.838 -0.703 1.124
P 2.098 -1.147 1.201
H -1.184 4.297 -5.814
H -0.307 7.234 -2.776
H -1.387 6.175 -7.458
H -0.538 9.007 -4.523
H -2.550 2.296 -1.937
H 0.965 3.729 0.136
H -3.228 1.027 0.070
H 0.400 2.261 2.099
C 2.609 -2.755 1.972
C 3.565 -3.705 1.250
H 1.667 -3.274 2.216
H 3.052 -2.505 2.949
H 3.726 -4.581 1.888
H 3.199 -4.074 0.290
H 4.543 -3.248 1.073
C 2.186 -1.432 -0.609
C 3.084 -0.493 -1.400
H 1.158 -1.374 -0.987
H 2.498 -2.469 -0.758
H 2.883 -0.593 -2.474
H 2.944 0.563 -1.136
H 4.141 -0.737 -1.249
C 3.515 -0.016 1.622
C 4.916 -0.603 1.547
H 3.322 0.329 2.649
H 3.432 0.888 1.000
H 5.654 0.175 1.774
H 5.047 -1.402 2.280
H 5.170 -1.009 0.564
Br -3.365 -0.514 2.264
P -2.376 -3.178 -1.674
C -0.552 -3.381 -1.583
C -0.164 -4.837 -1.880
H -0.233 -3.074 -0.574
H -0.093 -2.713 -2.330
H 0.908 -4.912 -2.108
H -0.367 -5.492 -1.024
H -0.718 -5.244 -2.738
C -2.964 -3.211 0.053
C -4.418 -3.689 0.165
H -2.877 -2.193 0.459
H -2.312 -3.876 0.634
H -4.717 -3.757 1.219
H -5.122 -3.017 -0.346
H -4.516 -4.684 -0.291
C -2.671 -1.479 -2.307
C -2.946 -1.595 -3.821
H -1.803 -0.831 -2.094
H -3.557 -1.073 -1.789
H -3.315 -0.642 -4.218
H -2.040 -1.855 -4.387
H -3.703 -2.365 -4.031
N 0.383 0.535 9.375
C 0.284 0.500 8.208
C 0.150 0.452 6.773
C -1.107 0.519 6.174
C -1.197 0.302 4.798
N -0.136 0.037 4.028
C 1.080 0.051 4.595
C 1.272 0.264 5.964
H -2.001 0.711 6.750
H -2.174 0.335 4.311
H 1.950 -0.108 3.946
H 2.270 0.232 6.395

Results
Kohn-Sham gap (spin up / spin down)	5.163 / 4.301	eV
E_LUMO (spin up / spin down)	-8.3 / -9.1	eV
calculated total energy	-131730.225	eV
charge	+2

Entry 10:
A cluster of 9 separate species, C26H48Cl10N4 in total in a non-equilibrium geometry. Source: the Open Molecules 2025 dataset; level of theory: ωB97M-V with the def2-TZVPD basis set.

Geometry (Å):
C -2.929 -3.076 -3.805
C -2.197 -2.956 -2.434
C -1.580 -4.209 -2.054
C -0.422 -3.961 -1.148
N 0.478 -3.679 -0.485
H -3.989 -2.885 -3.640
H -2.669 -4.066 -4.178
H -2.573 -2.307 -4.492
H -2.844 -2.719 -1.589
H -1.409 -2.204 -2.454
H -1.171 -4.789 -2.882
H -2.276 -4.863 -1.529
C -0.072 0.786 0.421
C 1.368 0.166 0.574
C 1.369 -0.986 1.715
C 0.695 -0.705 3.000
N 0.113 -0.532 4.012
H -0.723 0.289 -0.298
H -0.111 1.694 -0.181
H -0.574 1.006 1.364
H 1.866 0.939 1.159
H 1.929 -0.036 -0.338
H 2.359 -1.328 2.014
H 0.852 -1.808 1.219
C -5.303 0.763 -1.668
C -4.650 1.510 -0.390
C -4.063 0.614 0.787
C -4.983 -0.380 1.438
N -5.716 -1.155 1.892
H -4.487 0.310 -2.230
H -5.739 1.458 -2.385
H -6.045 0.009 -1.403
H -5.350 2.198 0.085
H -3.975 2.283 -0.757
H -3.889 1.290 1.624
H -3.086 0.189 0.558
C -1.557 2.519 -3.054
C -1.996 3.765 -3.747
C -3.398 3.815 -4.250
C -4.082 5.071 -4.421
N -4.615 6.134 -4.563
H -2.312 2.279 -2.306
H -0.601 2.807 -2.617
H -1.511 1.567 -3.583
H -1.189 4.069 -4.414
H -1.957 4.476 -2.922
H -4.111 3.215 -3.685
H -3.217 3.258 -5.169
Cl 4.926 -4.592 -3.281
C 3.970 -3.585 -2.156
C 3.882 -2.171 -2.808
Cl 5.441 -1.243 -2.702
H 4.256 -3.781 -1.123
H 2.980 -4.039 -2.166
H 3.207 -1.572 -2.197
H 3.358 -2.145 -3.764
Cl 3.439 -1.925 8.971
C 2.374 -1.355 7.678
C 3.106 -1.095 6.341
Cl 3.800 -2.675 5.738
H 1.852 -0.444 7.971
H 1.622 -2.104 7.425
H 3.831 -0.282 6.351
H 2.251 -0.757 5.756
Cl 5.302 3.241 1.611
C 6.223 2.389 2.840
C 5.971 0.896 2.862
Cl 4.151 0.540 3.187
H 5.888 2.847 3.770
H 7.217 2.823 2.737
H 6.550 0.401 3.641
H 6.300 0.422 1.937
Cl 2.440 3.866 -4.936
C 2.147 4.233 -3.259
C 2.686 3.355 -2.275
Cl 2.007 1.674 -2.528
H 1.105 4.464 -3.035
H 2.764 5.124 -3.140
H 2.485 3.723 -1.269
H 3.773 3.446 -2.264
Cl -2.238 -2.737 5.406
C -2.768 -2.045 3.946
C -2.066 -2.775 2.870
Cl -2.273 -2.035 1.276
H -2.428 -1.009 3.934
H -3.833 -2.278 3.924
H -2.348 -3.826 2.810
H -1.007 -2.806 3.124

Results
Kohn-Sham gap	10.638	eV
E_LUMO	0.1	eV
SMILES string	CCCC#N.CCCC#N.CCCC#N.CCCC#N.ClCCCl.ClCCCl.ClCCCl.ClCCCl.ClCCCl
calculated total energy	-158921.901	eV

Entry 11:
The ion C10H12O4P with charge -1 in a non-equilibrium geometry. Source: the Open Molecules 2025 dataset; level of theory: ωB97M-V with the def2-TZVPD basis set.

Geometry (Å):
C -1.904 2.225 -0.894
C -0.761 2.505 -0.073
C -2.179 0.989 -1.299
C 0.191 1.552 0.264
C -1.332 -0.156 -0.945
C 0.000 0.211 -0.340
C 2.375 -0.441 0.041
C 4.597 -1.237 -0.257
C -2.105 -0.597 1.898
C 1.031 -0.641 -0.447
O -3.986 -0.814 0.101
O 2.861 0.492 0.668
O 3.173 -1.450 -0.359
O -2.195 -2.636 0.035
P -2.525 -1.213 0.225
H -2.661 2.964 -1.023
H -0.661 3.546 0.196
H -3.036 0.826 -1.815
H 1.153 1.551 0.741
H -1.181 -0.893 -1.846
H 4.920 -1.593 -1.220
H 4.942 -1.803 0.597
H 4.790 -0.104 -0.202
H -2.798 -1.075 2.423
H -2.408 0.402 2.080
H -1.119 -0.906 2.246
H 0.820 -1.705 -0.794

Results
Kohn-Sham gap (spin up / spin down)	5.391 / 6.067	eV
E_LUMO (spin up / spin down)	3.1 / 0.9	eV
2S+1	3
calculated total energy	-28042.893	eV
charge	-1